No. 1
C5H14NOPS | ωB97M-V/def2-TZVPD

Geometry as XYZ:
```
23
C5H14NOPS ωB97M-V/def2-TZVPD
C 3.539 -0.940 0.774
C -1.016 -0.517 1.430
C 2.191 -0.291 1.063
C 1.127 -0.681 0.023
C -0.170 0.009 0.318
N -3.689 1.519 -2.548
O -3.611 1.109 -0.031
P -1.545 -0.228 -1.692
S -2.719 1.534 -1.102
H 3.465 -2.024 0.810
H 3.899 -0.655 -0.212
H 4.273 -0.623 1.513
H -1.141 -1.595 1.354
H -1.998 -0.045 1.430
H -0.544 -0.295 2.389
H 1.853 -0.592 2.056
H 2.309 0.795 1.067
H 1.488 -0.390 -0.964
H 0.990 -1.762 0.032
H -0.091 1.095 0.309
H -3.277 2.097 -3.269
H -4.625 1.841 -2.336
H -0.707 0.638 -2.411
```

Values from the calculation:
**Frontier orbital gap**: 8.8 eV
**E_LUMO**: 0.39 eV

***

No. 2
C30H87N3O12 | ωB97M-V/def2-TZVPD

Geometry as XYZ:
```
132
C30H87N3O12 ωB97M-V/def2-TZVPD
C -4.694 0.734 -1.402
O -3.477 0.075 -1.158
C -2.384 0.965 -1.099
C -2.065 1.641 0.198
C -0.601 2.103 0.346
N -2.477 0.792 1.332
H -4.950 0.636 -2.433
H -4.640 1.805 -1.156
H -5.416 0.266 -0.700
H -1.542 0.378 -1.337
H -2.396 1.727 -1.896
H -2.791 2.460 0.128
H -0.222 2.476 -0.618
H -0.015 1.263 0.666
H -0.619 2.914 1.003
H -2.737 1.286 2.185
H -3.340 0.334 1.115
C -4.421 -1.697 3.176
O -3.455 -1.890 4.192
C -2.194 -2.428 3.734
C -2.325 -3.779 3.037
C -3.143 -4.805 3.884
N -0.936 -4.305 2.793
H -4.481 -2.473 2.457
H -4.209 -0.754 2.639
H -5.338 -1.611 3.746
H -1.715 -1.709 2.968
H -1.461 -2.470 4.541
H -2.856 -3.734 2.070
H -4.080 -4.297 4.131
H -2.734 -5.125 4.922
H -3.296 -5.710 3.307
H -0.430 -3.673 2.162
H -0.476 -4.320 3.693
C -2.363 -1.083 -7.091
O -3.040 -0.280 -6.159
C -2.410 0.978 -5.762
C -3.145 1.575 -4.569
C -4.630 1.740 -4.849
N -2.531 2.868 -4.217
H -2.918 -2.014 -7.108
H -1.375 -1.302 -6.681
H -2.181 -0.656 -8.064
H -1.389 0.799 -5.532
H -2.373 1.679 -6.559
H -2.835 0.866 -3.782
H -5.035 2.365 -4.051
H -5.086 0.768 -4.849
H -4.785 2.312 -5.818
H -2.452 3.422 -5.078
H -1.610 2.727 -3.830
C 0.207 1.013 5.316
C 0.279 0.941 3.855
O 1.259 0.013 3.397
H 0.330 0.004 5.708
H -0.657 1.573 5.665
H 1.087 1.541 5.673
H 0.490 1.984 3.493
H -0.679 0.541 3.484
H 2.186 0.397 3.460
C 1.296 -0.030 -4.742
C 0.582 0.466 -3.535
O 0.643 1.816 -3.236
H 1.050 0.476 -5.673
H 1.113 -1.140 -4.928
H 2.372 0.034 -4.552
H 0.879 -0.080 -2.640
H -0.492 0.291 -3.653
H 1.518 2.189 -3.366
C -5.091 -3.753 -1.778
C -3.961 -4.087 -0.822
O -3.632 -3.024 0.088
H -6.046 -3.629 -1.251
H -5.157 -4.553 -2.502
H -4.919 -2.802 -2.298
H -2.995 -4.240 -1.326
H -4.248 -5.004 -0.241
H -3.481 -2.227 -0.385
C 2.813 2.718 -0.656
C 2.793 3.929 -1.546
O 2.918 3.472 -2.912
H 3.137 2.990 0.337
H 3.505 1.944 -1.118
H 1.786 2.304 -0.651
H 3.563 4.655 -1.262
H 1.812 4.336 -1.448
H 2.811 4.183 -3.479
C 4.043 -3.602 5.258
C 3.282 -2.506 4.402
O 4.005 -2.284 3.183
H 5.030 -3.231 5.389
H 4.034 -4.531 4.665
H 3.530 -3.702 6.229
H 3.168 -1.590 4.938
H 2.262 -2.899 4.167
H 3.419 -2.377 2.425
C 5.090 -1.145 -1.927
C 3.728 -1.665 -1.556
O 3.112 -0.839 -0.570
H 5.859 -1.257 -1.152
H 4.925 -0.075 -2.107
H 5.476 -1.501 -2.891
H 3.857 -2.737 -1.238
H 3.034 -1.628 -2.384
H 2.326 -1.308 -0.251
C 5.341 0.457 1.560
C 4.815 1.247 2.749
O 3.940 0.492 3.513
H 6.002 -0.380 1.906
H 5.945 1.146 0.933
H 4.503 0.050 1.065
H 4.400 2.132 2.373
H 5.678 1.469 3.393
H 4.198 -0.469 3.415
C 3.939 6.165 2.602
C 2.848 5.920 1.657
O 2.955 6.911 0.577
H 4.950 5.965 2.267
H 3.803 5.511 3.456
H 3.885 7.197 2.970
H 1.875 6.124 2.106
H 2.873 4.876 1.306
H 2.177 6.864 -0.017
C -0.463 -2.355 -1.104
C -0.069 -1.315 -0.178
O 0.781 -1.792 0.796
H 0.337 -2.752 -1.746
H -1.201 -1.934 -1.822
H -0.915 -3.179 -0.533
H -1.038 -0.931 0.206
H 0.507 -0.458 -0.711
H 0.756 -1.167 1.578
```

Values from the calculation:
**Frontier orbital gap**: 9.1 eV
**E_LUMO**: 0.43 eV
**Structure (SMILES)**: COC[C@H](C)N.COC[C@H](C)N.COC[C@H](C)N.CCO.CCO.CCO.CCO.CCO.CCO.CCO.CCO.CCO

***

No. 3
H29O15 | ωB97M-V/def2-TZVPD

Geometry as XYZ:
```
44
H29O15 ωB97M-V/def2-TZVPD
O 1.007 -3.378 -2.948
H 1.513 -3.665 -2.125
H 4.312 -0.779 -0.239
O -1.903 0.676 0.148
H -0.817 0.385 0.282
H 1.796 -0.865 0.266
O 5.260 -0.873 -0.426
H 0.310 1.630 -0.662
H -0.770 -3.018 4.298
O -2.003 0.179 -2.845
H -0.730 3.593 -1.460
H -1.664 0.474 -2.018
O -4.457 0.266 0.669
H -3.530 0.063 0.467
H -0.111 -0.853 0.822
O 1.258 0.775 2.713
H -1.089 3.210 2.799
H 1.246 1.726 2.596
O 0.427 2.104 -1.498
H -4.583 -0.027 1.543
H -1.806 1.477 -0.400
O 1.568 -1.519 3.866
H 1.768 -0.540 3.832
H 0.611 -2.620 -2.582
O -0.723 4.537 -1.326
H -0.181 4.929 -2.022
H 5.363 -1.812 -0.434
O -1.901 2.669 2.794
H -2.314 0.900 -3.343
O -4.688 -2.110 -2.269
H -4.460 -2.240 -1.322
H -1.660 1.984 2.197
O 3.648 0.937 -3.246
H 4.000 0.509 -2.408
H 2.737 0.870 -3.064
O 0.402 -0.123 0.538
H 0.665 1.588 -2.308
H 1.050 -1.731 3.111
O -0.637 -2.955 3.314
H 1.332 0.425 1.747
H -4.323 -1.281 -2.566
O 2.746 -1.310 0.348
H -0.957 -2.084 3.013
H 2.798 -1.255 1.362
```

Values from the calculation:
**Frontier orbital gap**: 10.2 eV
**Charge**: -1
**E_LUMO**: 2.29 eV

***

No. 4
C3H12O2S | ωB97M-V/def2-TZVPD

Geometry as XYZ:
```
18
C3H12O2S ωB97M-V/def2-TZVPD
C 0.559 -1.719 1.046
C 2.003 -1.340 0.332
S 1.926 0.300 -0.517
C 1.348 -0.239 -2.099
H 0.864 -2.573 1.686
H 0.254 -1.019 1.865
H -0.105 -2.044 0.250
H 2.851 -1.266 1.059
H 2.414 -1.920 -0.532
H 2.381 -0.527 -2.530
H 0.782 0.498 -2.627
H 0.797 -1.276 -2.136
O -4.734 1.771 -0.541
H -5.612 2.254 -0.824
H -4.881 1.344 0.331
O -1.546 0.716 2.127
H -1.223 0.986 1.270
H -2.556 0.638 2.095
```

Values from the calculation:
**Frontier orbital gap**: 8.6 eV
**E_LUMO**: 0.44 eV
**Structure (SMILES)**: CCSC.O.O

***

No. 5
C35H33N7S5SbSc | ωB97M-V/def2-TZVPD

Geometry as XYZ:
```
82
C35H33N7S5SbSc ωB97M-V/def2-TZVPD
Sc 1.206 -0.280 -1.078
N 1.237 2.058 2.994
C 1.632 1.529 1.777
S 1.893 -0.146 1.664
N 1.769 2.442 0.837
N 2.025 1.907 -0.397
C 2.502 2.724 -1.268
C 2.782 4.155 -0.964
C 4.085 4.612 -0.827
C 4.336 5.951 -0.551
C 3.282 6.840 -0.417
C 1.974 6.383 -0.550
C 1.724 5.048 -0.815
C 2.737 2.214 -2.635
C 3.387 2.979 -3.593
C 3.609 2.424 -4.847
C 3.166 1.144 -5.099
C 2.484 0.459 -4.097
N 2.271 0.981 -2.892
H 1.488 1.496 3.791
H 1.413 3.048 3.075
H 4.906 3.913 -0.929
H 5.358 6.294 -0.440
H 3.474 7.884 -0.201
H 1.144 7.069 -0.435
H 0.711 4.673 -0.888
H 3.721 3.979 -3.359
H 4.128 2.997 -5.607
H 3.327 0.640 -6.041
H 2.103 -0.533 -4.284
C -1.950 -4.021 4.157
C -3.103 -3.341 3.478
C -4.408 -3.547 3.897
C -5.484 -2.927 3.277
C -5.242 -2.095 2.195
C -3.950 -1.874 1.746
C -2.868 -2.476 2.392
N -1.547 -2.301 1.991
C -1.040 -1.393 1.048
N -1.449 -0.117 1.259
C -1.473 0.987 0.366
C -0.692 0.996 -0.785
C -0.897 2.091 -1.635
C -1.758 3.138 -1.335
C -2.442 3.122 -0.125
C -2.318 2.049 0.743
C -3.034 2.064 2.069
N -0.189 -1.774 0.166
C -0.010 -3.182 0.021
C 1.183 -3.740 0.457
C 1.393 -5.108 0.352
C 0.407 -5.915 -0.190
C -0.775 -5.342 -0.645
C -1.010 -3.976 -0.552
C -2.293 -3.379 -1.053
H -2.293 -4.590 5.020
H -1.205 -3.296 4.493
H -1.435 -4.715 3.486
H -4.579 -4.212 4.736
H -6.493 -3.101 3.625
H -6.064 -1.619 1.677
H -3.778 -1.258 0.876
H -0.939 -3.096 2.120
H -1.895 0.016 2.150
H -0.334 2.144 -2.566
H -1.877 3.971 -2.019
H -3.086 3.951 0.153
H -3.598 2.991 2.182
H -2.329 2.008 2.904
H -3.740 1.236 2.179
H 1.984 -3.109 0.830
H 2.354 -5.506 0.650
H 0.569 -6.980 -0.302
H -1.533 -5.966 -1.109
H -2.716 -4.008 -1.838
H -2.110 -2.393 -1.481
H -3.038 -3.293 -0.255
S 4.465 -2.750 -0.083
Sb 2.084 -3.163 -3.024
S 3.429 -1.600 -1.481
S 0.205 -1.591 -3.016
S 3.026 -2.889 -5.125
```

Values from the calculation:
**Frontier orbital gap**: 4.8 eV
**Charge**: -2
**E_LUMO**: 3.90 eV

***

No. 6
C26H54AsBF4N2O9P2S3SiTi | ωB97M-V/def2-TZVPD

Geometry as XYZ:
```
104
C26H54AsBF4N2O9P2S3SiTi ωB97M-V/def2-TZVPD
Ti -0.428 0.826 1.580
C -0.361 -1.953 -3.843
C 0.132 -2.013 -2.394
C 1.633 -2.300 -2.368
C -0.644 -3.083 -1.626
O -0.105 -0.786 -1.730
Si -0.029 0.772 -2.168
S -0.113 2.070 -0.544
O 1.384 0.880 -3.032
C 1.881 1.876 -3.907
C 1.487 1.480 -5.334
C 1.332 3.267 -3.589
C 3.403 1.872 -3.759
O -1.182 1.135 -3.307
C -2.552 1.508 -3.128
C -3.241 1.173 -4.452
C -3.195 0.725 -1.982
C -2.653 3.010 -2.860
H -0.219 -2.921 -4.329
H 0.189 -1.182 -4.383
H -1.421 -1.695 -3.860
H 1.856 -3.264 -2.832
H 1.980 -2.310 -1.335
H 2.158 -1.504 -2.897
H -0.333 -4.083 -1.941
H -1.715 -2.968 -1.800
H -0.476 -2.953 -0.555
H 0.401 1.391 -5.373
H 1.926 0.512 -5.583
H 1.824 2.226 -6.057
H 0.262 3.293 -3.795
H 1.839 4.022 -4.193
H 1.462 3.490 -2.530
H 3.787 0.860 -3.906
H 3.678 2.199 -2.755
H 3.863 2.539 -4.491
H -3.195 0.098 -4.635
H -2.729 1.683 -5.271
H -4.285 1.489 -4.430
H -3.034 -0.346 -2.123
H -4.266 0.923 -1.929
H -2.739 1.005 -1.031
H -2.244 3.576 -3.702
H -2.087 3.255 -1.963
H -3.697 3.294 -2.717
C 2.865 2.552 0.527
P 2.365 0.882 1.150
C 3.625 -0.039 0.155
C 3.225 1.059 2.805
C 2.752 0.061 3.867
P 0.888 -0.044 3.796
C 0.476 1.258 5.036
C 0.609 -1.487 4.906
H 3.911 2.765 0.764
H 2.217 3.314 0.959
H 2.715 2.572 -0.551
H 4.600 0.446 0.227
H 3.280 -0.026 -0.882
H 3.692 -1.073 0.482
H 2.959 2.068 3.134
H 4.309 1.012 2.662
H 3.088 0.366 4.862
H 3.138 -0.938 3.656
H 0.823 0.959 6.028
H -0.614 1.379 5.047
H 0.925 2.210 4.761
H 1.351 -1.487 5.706
H 0.665 -2.415 4.336
H -0.395 -1.398 5.316
O -4.360 2.618 2.521
As -3.175 1.285 2.910
O -2.882 1.537 4.491
O -2.038 1.624 1.699
C -4.279 -0.193 2.367
C -5.654 -0.162 2.427
C -6.417 -1.225 1.932
C -5.758 -2.348 1.337
C -4.392 -2.403 1.279
C -3.618 -1.340 1.799
S -1.915 -1.439 1.944
O -1.547 -2.840 1.970
O -1.575 -0.675 3.172
O -1.230 -0.709 0.818
H -3.759 3.367 2.391
H -6.131 0.709 2.863
H -7.499 -1.200 1.981
H -6.347 -3.166 0.938
H -3.871 -3.249 0.847
F -1.389 4.052 3.022
B -0.031 4.032 2.785
F 0.392 2.639 2.461
F 0.699 4.394 3.919
F 0.328 4.829 1.709
C 4.274 -4.932 1.773
N 3.706 -3.611 1.573
C 2.359 -3.486 1.307
N 1.762 -4.588 0.710
S 1.521 -2.096 1.672
H 5.347 -4.836 1.934
H 4.107 -5.522 0.872
H 3.843 -5.474 2.626
H 3.970 -2.937 2.278
H 1.751 -5.414 1.296
H 0.805 -4.329 0.485
```

Values from the calculation:
**Frontier orbital gap (alpha / beta)**: 2.4 / 6.2 eV
**Multiplicity**: 3
**Charge**: -2
**<S²>**: 2.0157
**E_LUMO (alpha / beta)**: 3.46 / 3.46 eV

***

Per-record M, g mol⁻¹: 167.21 682.03 269.22 112.19 878.75 934.55
Per-record relative energy (zero: lowest compared OMol25 entry of this formula, charge and spin), kcal per mole: 62.0 53.9 26.4 41.6 6.5 41.4